1.
116
Properties=species:S:1:pos:R:3:mulliken_charge:R:1 method="wB97M-V/def2-TZVPD" homo_energy_ha=-0.33055 homo_lumo_gap_ev=7.92 smiles="NB(O)c1cc(Cl)c2c(c1)Sc1c(CCCS)c(S)c(S)c(-c3cccnc3)c1N2[PH2]=O.NC(N)=O.NC(N)=O.NC(N)=O.NC(N)=O.NC(N)=O.NC(N)=O.NC(N)=O.NC(N)=O" spin_multiplicity=1
N 2.2562 -0.7045 6.1196 -0.67
B 1.9164 0.5037 5.2998 0.43
O 1.8458 1.8381 5.9073 -0.57
C 1.5509 0.4597 3.6987 0.54
C 0.3500 -0.4611 3.3000 -0.26
C -0.1607 -0.5980 1.8196 -0.09
Cl -1.5661 -1.6731 1.3929 -0.20
C 0.6038 0.2622 0.7485 -0.52
C 1.8334 1.1646 1.1430 0.71
C 2.3559 1.2927 2.6292 -1.07
S 2.5781 2.0874 -0.3156 -0.28
C 1.0541 2.5902 -1.2705 0.28
C 0.8935 3.9926 -1.9526 0.40
C 2.0690 5.0651 -1.8693 -0.73
C 2.5837 5.6028 -3.3127 -0.75
C 2.4866 4.4607 -4.4383 -0.28
S 3.3451 5.1369 -5.9699 -0.25
C -0.4881 4.2285 -2.6663 0.23
S -0.7678 5.8857 -3.4898 -0.20
C -1.6271 3.1312 -2.6719 -0.01
S -3.2575 3.5262 -3.4983 -0.17
C -1.4382 1.7414 -2.0157 -0.28
C -2.4947 0.5584 -2.0028 0.47
C -2.3973 -0.6284 -3.0398 -0.34
C -3.5233 -1.6846 -2.7962 -0.45
C -4.6282 -1.5959 -1.7286 -0.30
N -4.6686 -0.5039 -0.8208 -0.57
C -3.6427 0.4593 -0.9794 -0.19
C -0.0694 1.4841 -1.2963 -1.10
N 0.1185 0.1550 -0.6461 0.92
P 1.1125 -0.9156 -1.6314 0.33
O 2.0799 -1.8123 -0.8074 -0.53
H 1.5511 -0.6942 6.8998 0.35
H 1.9431 -1.5085 5.5317 0.27
H 0.8882 2.0923 5.9325 0.29
H -0.1732 -1.0637 4.1287 0.27
H 3.2513 1.9768 2.9045 0.33
H 3.0062 4.6167 -1.3601 0.29
H 1.7994 5.9928 -1.2329 0.32
H 3.6777 5.9393 -3.1367 0.47
H 2.0294 6.5385 -3.6752 0.28
H 1.3826 4.2549 -4.6443 0.24
H 3.0476 3.5410 -4.0615 0.24
H 2.4667 4.7657 -7.0034 0.13
H -1.7449 6.4965 -2.7018 0.20
H -2.9936 3.6249 -4.8579 0.22
H -1.5876 -0.7131 -3.8317 0.52
H -3.5273 -2.6126 -3.4773 0.30
H -5.4211 -2.4232 -1.6296 0.34
H -3.6676 1.3217 -0.2107 0.35
H 0.1823 -1.7403 -2.3784 0.06
H 1.8887 -0.2173 -2.6341 0.02
N 6.1530 5.6279 3.3980 -0.39
C 5.0957 5.3375 2.5996 0.61
N 4.2401 4.4188 3.1161 -0.29
O 4.9271 5.8579 1.5080 -0.63
H 6.2970 5.2035 4.2960 0.16
H 6.8163 6.3044 3.0583 0.23
H 3.4382 4.1635 2.5632 0.17
H 4.3752 3.9883 4.0133 0.16
N -0.2489 -6.0682 0.7791 -0.19
C -1.5216 -6.4093 1.0968 0.59
N -2.3261 -5.3576 1.3875 -0.30
O -1.9125 -7.5695 1.1193 -0.66
H 0.0774 -5.1185 0.7590 0.12
H 0.3888 -6.8154 0.5541 0.13
H -3.2820 -5.5595 1.6298 0.19
H -2.0112 -4.4050 1.3705 0.15
N 4.0467 -1.7358 1.9400 -0.13
C 4.7801 -2.8707 2.0486 0.53
N 4.5695 -3.7660 1.0515 -0.31
O 5.5632 -3.0702 2.9659 -0.70
H 3.4008 -1.5676 1.1863 0.19
H 4.1657 -1.0379 2.6549 0.07
H 5.0901 -4.6266 1.0854 0.19
H 3.9267 -3.6060 0.2954 0.20
N -0.5753 -10.1701 4.4455 -0.35
C -0.3121 -11.0212 3.4222 0.52
N -0.4056 -10.4586 2.1909 -0.31
O -0.0165 -12.1930 3.5946 -0.65
H -0.8190 -9.2058 4.3096 0.17
H -0.5191 -10.5397 5.3798 0.21
H -0.2198 -11.0502 1.3986 0.16
H -0.6488 -9.4941 2.0421 0.18
N 1.2194 -9.2277 -2.6108 -0.39
C 1.6003 -9.0548 -1.3199 0.59
N 0.7055 -9.5093 -0.4068 -0.30
O 2.6589 -8.5335 -1.0059 -0.64
H 0.3508 -9.6551 -2.8753 0.17
H 1.8506 -8.9060 -3.3258 0.22
H 0.9434 -9.4035 0.5657 0.24
H -0.1669 -9.9381 -0.6581 0.16
N -0.5635 9.8058 -7.1412 -0.40
C -0.1990 9.0754 -6.0566 0.65
N -0.7532 7.8376 -6.0031 -0.19
O 0.5628 9.4962 -5.2010 -0.64
H -1.1893 9.4658 -7.8481 0.15
H -0.1779 10.7318 -7.2254 0.23
H -0.5119 7.2562 -5.2144 0.04
H -1.3804 7.4850 -6.7028 0.14
N -6.5044 4.8704 -3.5058 -0.27
C -7.4686 4.0058 -3.9119 0.66
N -8.6742 4.5830 -4.1484 -0.40
O -7.2686 2.8103 -4.0528 -0.63
H -6.6623 5.8545 -3.3882 0.16
H -5.5907 4.4893 -3.3172 0.03
H -9.4224 3.9822 -4.4521 0.23
H -8.8454 5.5652 -4.0346 0.15
N -2.4224 0.3398 7.2195 -0.42
C -1.4418 -0.5357 7.5518 0.77
N -1.7986 -1.8401 7.4508 -0.42
O -0.3289 -0.1790 7.9125 -0.69
H -3.3376 0.0538 6.9229 0.16
H -2.2057 1.3210 7.2789 0.22
H -1.1037 -2.5292 7.6876 0.22
H -2.7100 -2.1396 7.1556 0.16

---

2.
93
Properties=species:S:1:pos:R:3:mulliken_charge:R:1 method="wB97M-V/def2-TZVPD" homo_energy_ha="-0.25502 / -0.30972" homo_lumo_gap_ev="7.54 / 7.49" relative_energy_ev=0.052 spin_multiplicity=6
Ru -2.3653 0.7586 0.0432 -0.07
C -1.6613 1.1370 3.6062 -1.50
C -1.5708 -0.2492 3.0647 0.06
C -1.2253 -1.4396 3.7121 -1.14
C -1.2661 -2.4174 2.7359 0.92
C -0.9769 -3.8752 2.8630 -1.46
N -1.6151 -1.8333 1.5725 0.69
N -1.8054 -0.5041 1.7833 0.63
B -2.0814 -2.5325 0.2600 0.07
N -3.5963 -2.3289 0.1233 0.06
N -4.1057 -1.0716 0.0745 0.33
C -5.4228 -1.1947 -0.0428 0.32
C -6.3373 -0.0187 -0.1225 -1.13
C -5.7739 -2.5534 -0.0721 -1.28
C -4.5834 -3.2409 0.0350 0.84
C -4.3379 -4.7128 0.0520 -1.22
N -1.3923 -1.9665 -1.0059 1.00
N -1.6634 -0.7151 -1.4655 0.04
C -1.0673 -0.5670 -2.6422 0.41
C -1.1465 0.7228 -3.3843 -1.33
C -0.4125 -1.7583 -2.9734 -0.98
C -0.6437 -2.6180 -1.9169 0.68
C -0.2092 -4.0361 -1.7565 -1.54
H -0.8243 1.3415 4.2739 0.37
H -2.5846 1.2774 4.1705 0.32
H -1.6329 1.8660 2.7954 0.22
H -0.9562 -1.5689 4.7469 0.47
H -0.5816 -4.0797 3.8563 0.42
H -0.2439 -4.1992 2.1242 0.21
H -1.8773 -4.4746 2.7225 0.21
H -1.8268 -3.6956 0.3452 -0.18
H -5.7816 0.9114 -0.0593 0.03
H -7.0645 -0.0421 0.6904 0.31
H -6.8932 -0.0253 -1.0612 0.30
H -6.7616 -2.9745 -0.1589 0.47
H -5.2859 -5.2400 -0.0370 0.36
H -3.8559 -5.0286 0.9780 0.19
H -3.6964 -5.0195 -0.7750 0.22
H -1.9454 1.3454 -2.9814 0.16
H -1.3395 0.5495 -4.4435 0.46
H -0.2162 1.2852 -3.2817 0.03
H 0.1507 -1.9730 -3.8654 0.52
H 0.4460 -4.3075 -2.5823 0.40
H -1.0628 -4.7152 -1.7574 0.24
H 0.3331 -4.1859 -0.8232 0.22
C -3.7365 2.4108 -0.0599 -1.33
H -3.1597 3.3356 -0.0767 0.41
H -4.3897 2.4049 0.8166 0.33
H -4.3429 2.3463 -0.9664 0.35
C 1.8084 -0.2595 2.2189 -1.04
C 2.4926 -0.7392 0.9463 1.96
C 4.0065 -0.6226 1.0640 -2.14
C 2.0814 -2.1714 0.6385 -1.80
O 2.0601 0.0335 -0.1826 1.00
Si 1.6905 1.6117 -0.3620 -1.69
S -0.3564 2.0640 -0.0724 0.27
O 2.0427 2.0515 -1.8972 -0.21
C 3.0502 1.6197 -2.8318 1.86
C 2.6696 0.2617 -3.4049 -1.36
C 3.0576 2.6722 -3.9313 -1.82
C 4.4155 1.5425 -2.1596 -1.37
O 2.5952 2.4129 0.7427 0.60
C 2.7980 3.7807 1.1255 1.89
C 3.4381 3.7187 2.5065 -1.78
C 1.4797 4.5390 1.1895 -1.71
C 3.7407 4.4479 0.1341 -1.59
H 2.0285 -0.9401 3.0438 0.61
H 0.7300 -0.2376 2.0662 -0.06
H 2.1462 0.7413 2.4877 -0.07
H 4.3675 -1.2095 1.9111 0.49
H 4.2902 0.4196 1.2147 0.18
H 4.4878 -0.9942 0.1574 0.38
H 2.4201 -2.8470 1.4269 0.45
H 2.5154 -2.4907 -0.3111 0.40
H 0.9947 -2.2282 0.5624 0.27
H 1.7095 0.3242 -3.9151 0.31
H 2.5925 -0.4837 -2.6147 0.07
H 3.4229 -0.0580 -4.1284 0.56
H 2.0724 2.7370 -4.3951 0.36
H 3.7909 2.4200 -4.6991 0.38
H 3.3071 3.6497 -3.5162 0.35
H 4.3938 0.8394 -1.3262 0.05
H 4.7164 2.5186 -1.7867 0.24
H 5.1650 1.2021 -2.8766 0.54
H 2.7607 3.2345 3.2115 0.36
H 3.6641 4.7214 2.8725 0.44
H 4.3645 3.1440 2.4651 0.34
H 0.7796 4.0412 1.8605 0.28
H 1.0138 4.6052 0.2055 0.32
H 1.6613 5.5514 1.5552 0.51
H 4.6886 3.9107 0.0950 0.31
H 3.9380 5.4776 0.4378 0.49
H 3.2975 4.4585 -0.8625 0.22